# 1
6 unconnected molecules or ions with the total composition C46H90BNO20PS. Source: OMol25; level of theory: ωB97M-V with the def2-TZVPD basis set.

Computed properties:
F_max, eV Å⁻¹: 2.5
Multiplicity: 1
Total charge: +1
Frontier orbital gap, eV: 9.1
E_HOMO, eV: -11.7

Last column: Löwdin charge in e.
Atoms and positions in Å:
C 3.581 3.523 -4.134  0.046
C 2.663 2.597 -3.790  -0.186
C 2.790 1.124 -4.080  -0.144
C 1.887 0.051 -3.443  -0.282
C 2.579 -1.298 -3.796  -0.130
C 3.116 -1.402 -5.233  -0.171
O 3.269 -2.777 -5.609  -0.042
C 2.428 -3.119 -6.631  -0.334
O 2.796 -3.709 -7.592  0.145
C 0.547 0.013 -4.235  -0.215
C 0.013 1.292 -4.873  -0.022
C -0.468 -0.517 -3.154  -0.123
B -2.041 -0.450 -3.414  -0.482
O -2.646 0.694 -3.828  0.160
C -2.887 -1.755 -3.152  -0.142
C -2.723 -2.807 -4.278  -0.080
C 0.022 0.162 -1.887  -0.272
C -0.677 1.459 -1.465  -0.118
C -1.735 1.134 -0.391  -0.177
C -2.587 2.344 -0.025  -0.173
C -3.490 2.902 -1.141  -0.176
C -4.991 2.766 -0.835  -0.152
C -5.544 1.443 -1.339  -0.194
O -6.967 1.510 -1.436  -0.004
C -7.667 0.627 -0.669  -0.506
C -7.329 -0.835 -0.805  0.020
O -8.514 1.029 0.078  0.124
N 1.564 0.064 -1.916  -0.143
C 2.283 1.066 -1.060  -0.168
C 3.808 1.159 -1.129  -0.159
C 4.735 -0.022 -0.837  -0.208
C 4.717 -0.558 0.608  -0.246
C 4.803 -2.092 0.713  -0.119
P 1.681 -1.571 -0.989  0.538
S 1.246 -1.473 0.874  0.365
H 3.242 4.444 -4.597  0.069
H 4.642 3.456 -3.915  0.071
H 1.744 2.942 -3.314  0.103
H 2.654 1.086 -5.157  0.120
H 3.843 0.853 -3.923  0.126
H 3.451 -1.466 -3.163  0.095
H 1.877 -2.130 -3.704  0.109
H 2.494 -0.879 -5.962  0.122
H 4.100 -0.946 -5.311  0.138
H 1.386 -2.814 -6.455  0.147
H 0.541 -0.741 -5.020  0.136
H -0.832 1.036 -5.508  0.094
H -0.338 2.038 -4.166  0.082
H 0.730 1.788 -5.528  0.087
H -0.272 -1.593 -3.153  0.109
H -3.575 0.537 -4.031  0.117
H -3.933 -1.479 -2.991  0.093
H -2.548 -2.164 -2.194  0.107
H -2.217 -2.423 -5.162  0.071
H -2.207 -3.685 -3.895  0.075
H -3.705 -3.170 -4.574  0.078
H -0.360 -0.522 -1.120  0.074
H -1.212 1.951 -2.274  0.098
H -0.030 2.210 -1.014  0.097
H -1.165 0.871 0.507  0.112
H -2.316 0.243 -0.649  0.120
H -3.179 2.136 0.865  0.116
H -1.887 3.132 0.264  0.108
H -3.287 2.449 -2.112  0.088
H -3.292 3.967 -1.260  0.114
H -5.164 2.864 0.236  0.118
H -5.549 3.558 -1.333  0.124
H -5.143 1.230 -2.334  0.114
H -5.216 0.636 -0.679  0.127
H -6.837 -1.140 0.119  0.097
H -8.236 -1.406 -0.966  0.096
H -6.614 -0.989 -1.610  0.070
H 1.969 1.009 -0.019  0.096
H 1.945 2.056 -1.365  0.100
H 4.134 1.605 -2.064  0.081
H 4.054 1.913 -0.377  0.137
H 4.671 -0.829 -1.571  0.077
H 5.736 0.389 -0.985  0.119
H 5.602 -0.168 1.110  0.107
H 3.870 -0.163 1.170  0.073
H 4.014 -2.509 1.334  0.049
H 4.796 -2.550 -0.274  0.038
H 5.743 -2.394 1.171  0.070
H 0.811 -2.400 -1.688  0.019
H 2.962 -2.068 -1.206  -0.027
C -8.289 2.188 2.769  -0.064
C -8.611 3.211 3.833  -0.189
O -7.780 3.057 5.003  -0.007
C -6.544 3.533 4.903  -0.609
O -6.060 4.084 3.948  0.121
O -5.919 3.284 6.055  0.008
C -4.548 3.681 6.087  -0.039
H -8.343 1.180 3.184  0.086
H -8.989 2.265 1.945  0.067
H -7.282 2.337 2.380  0.069
H -9.630 3.075 4.190  0.123
H -8.524 4.229 3.455  0.126
H -4.438 4.724 5.800  0.096
H -3.956 3.048 5.427  0.095
H -4.217 3.547 7.112  0.094
C 4.770 -5.281 -3.406  -0.046
C 3.478 -5.057 -2.656  -0.222
O 3.214 -6.086 -1.695  0.046
C 3.906 -5.992 -0.556  -0.606
O 4.682 -5.114 -0.279  0.110
O 3.583 -7.021 0.213  0.019
C 4.298 -7.090 1.454  -0.023
H 4.777 -6.270 -3.863  0.091
H 4.882 -4.530 -4.188  0.072
H 5.631 -5.218 -2.741  0.080
H 2.633 -5.088 -3.344  0.122
H 3.473 -4.082 -2.161  0.088
H 4.218 -6.153 2.000  0.095
H 5.344 -7.330 1.270  0.099
H 3.835 -7.888 2.024  0.097
C -6.756 -3.685 6.594  -0.068
C -8.182 -3.580 7.090  -0.213
O -8.479 -2.267 7.586  0.038
C -8.719 -1.344 6.655  -0.614
O -8.728 -1.528 5.463  0.114
O -8.951 -0.190 7.266  0.019
C -9.176 0.915 6.379  -0.031
H -6.059 -3.370 7.372  0.081
H -6.529 -4.714 6.314  0.079
H -6.599 -3.048 5.725  0.072
H -8.338 -4.244 7.937  0.123
H -8.896 -3.852 6.314  0.123
H -9.969 0.680 5.670  0.101
H -8.264 1.172 5.853  0.077
H -9.483 1.755 6.994  0.102
C 3.983 9.156 -1.561  -0.062
C 2.720 8.782 -2.303  -0.202
O 2.422 7.376 -2.179  0.035
C 1.874 7.013 -1.027  -0.613
O 1.587 7.727 -0.106  0.138
O 1.686 5.685 -1.059  -0.009
C 1.176 5.144 0.153  -0.043
H 4.815 8.529 -1.884  0.082
H 4.234 10.199 -1.751  0.084
H 3.860 9.022 -0.487  0.077
H 2.841 8.950 -3.371  0.123
H 1.866 9.368 -1.967  0.126
H 0.274 5.653 0.485  0.100
H 1.935 5.196 0.933  0.104
H 0.940 4.100 -0.048  0.065
C 8.667 -5.202 2.412  -0.061
C 8.948 -3.714 2.414  -0.214
O 8.418 -3.075 3.585  0.030
C 9.144 -3.232 4.694  -0.616
O 10.185 -3.826 4.779  0.130
O 8.517 -2.609 5.689  0.004
C 9.154 -2.744 6.964  -0.033
H 7.599 -5.385 2.542  0.074
H 8.990 -5.645 1.470  0.082
H 9.193 -5.698 3.225  0.078
H 8.443 -3.240 1.574  0.113
H 10.014 -3.511 2.322  0.125
H 10.199 -2.449 6.909  0.097
H 9.076 -3.771 7.318  0.099
H 8.621 -2.083 7.641  0.093

---

# 2
9 unconnected molecules or ions with the total composition C46H91F9O24. Source: OMol25; level of theory: ωB97M-V with the def2-TZVPD basis set.

Computed properties:
F_max, eV Å⁻¹: 1.2
Multiplicity: 1
Frontier orbital gap, eV: 9.7
E_HOMO, eV: -9.4
SMILES: CCOC(=O)C(F)(F)F.CCOC(=O)C(F)(F)F.CCOC(=O)C(F)(F)F.C[C@H]1COC(=O)O1.COCCOCCOC.COCCOCCOC.COCCOCCOC.COCCOCCOC.COCCOCCOC

Last column: Löwdin charge in e.
Atoms and positions in Å:
C -0.858 4.032 4.752  -0.048
C -2.110 3.533 4.070  -0.199
O -3.081 4.584 3.959  0.050
C -3.803 4.832 5.026  -0.409
O -3.775 4.244 6.068  0.165
C -4.780 6.006 4.791  -0.544
F -6.028 5.646 5.084  0.173
F -4.434 7.018 5.607  0.158
F -4.750 6.463 3.540  0.168
H -0.067 3.285 4.704  0.067
H -1.045 4.238 5.807  0.084
H -0.485 4.941 4.283  0.089
H -2.555 2.664 4.559  0.098
H -1.880 3.169 3.070  0.100
C 6.043 -4.848 5.746  -0.052
C 6.772 -4.049 4.675  -0.189
O 5.881 -3.106 4.045  0.032
C 5.995 -1.840 4.393  -0.400
O 6.771 -1.364 5.163  0.172
C 4.971 -0.956 3.637  -0.536
F 4.294 -1.644 2.712  0.153
F 4.120 -0.392 4.484  0.187
F 5.638 0.028 3.010  0.154
H 5.081 -5.159 5.336  0.083
H 5.900 -4.294 6.669  0.081
H 6.614 -5.762 5.906  0.080
H 7.094 -4.738 3.895  0.124
H 7.640 -3.513 5.049  0.120
C 5.943 1.427 0.059  -0.059
C 6.069 2.705 -0.758  -0.185
O 5.466 3.847 -0.132  0.046
C 4.155 3.956 -0.230  -0.382
O 3.391 3.132 -0.636  0.163
C 3.666 5.356 0.194  -0.549
F 3.479 6.104 -0.901  0.163
F 2.508 5.273 0.840  0.179
F 4.545 5.975 0.981  0.173
H 6.029 1.678 1.117  0.076
H 6.736 0.724 -0.192  0.083
H 4.972 0.968 -0.105  0.056
H 5.588 2.560 -1.728  0.127
H 7.113 2.951 -0.920  0.124
C 0.314 -1.774 0.607  -0.012
C 1.171 -0.532 0.621  -0.287
C 0.886 0.457 -0.513  -0.052
O 0.866 1.717 0.158  0.047
C 0.783 1.533 1.488  -0.579
O 0.598 2.414 2.263  0.152
O 0.867 0.231 1.804  0.095
H 0.365 -2.265 1.578  0.088
H 0.626 -2.453 -0.184  0.085
H -0.729 -1.496 0.435  0.060
H 2.212 -0.843 0.663  0.133
H -0.053 0.270 -1.031  0.121
H 1.740 0.435 -1.190  0.134
C 5.707 3.374 -6.421  -0.123
O 4.321 3.181 -6.464  -0.172
C 3.719 3.954 -7.470  -0.226
C 2.251 4.104 -7.203  -0.214
O 2.028 4.743 -5.976  -0.106
C 0.680 4.699 -5.600  -0.215
C 0.519 5.186 -4.187  -0.226
O 1.053 4.225 -3.322  -0.162
C 0.853 4.568 -1.971  -0.107
H 5.936 4.323 -5.929  0.092
H 6.156 3.328 -7.424  0.089
H 6.181 2.549 -5.887  0.084
H 3.817 3.439 -8.439  0.131
H 4.232 4.921 -7.550  0.128
H 1.787 3.110 -7.263  0.132
H 1.796 4.704 -8.008  0.132
H 0.252 3.688 -5.686  0.127
H 0.074 5.305 -6.297  0.131
H -0.543 5.378 -3.980  0.126
H 1.065 6.133 -4.066  0.135
H 1.298 3.793 -1.347  0.065
H -0.218 4.605 -1.724  0.082
H 1.292 5.536 -1.703  0.084
C -7.447 -5.875 -1.250  -0.121
O -6.846 -4.723 -1.769  -0.175
C -7.178 -3.559 -1.041  -0.218
C -6.465 -2.393 -1.618  -0.210
O -5.077 -2.551 -1.426  -0.151
C -4.369 -1.549 -2.122  -0.182
C -2.885 -1.628 -1.881  -0.181
O -2.278 -2.811 -2.379  -0.191
C -2.382 -3.924 -1.519  -0.091
H -6.937 -6.731 -1.678  0.088
H -8.521 -5.908 -1.491  0.089
H -7.399 -5.907 -0.151  0.086
H -6.870 -3.721 0.004  0.128
H -8.266 -3.408 -1.062  0.133
H -6.812 -1.464 -1.147  0.129
H -6.657 -2.314 -2.698  0.137
H -4.745 -0.535 -1.945  0.133
H -4.515 -1.747 -3.197  0.137
H -2.562 -1.449 -0.847  0.097
H -2.405 -0.809 -2.423  0.112
H -1.862 -3.716 -0.569  0.071
H -1.899 -4.772 -1.998  0.089
H -3.421 -4.164 -1.289  0.083
C -3.153 1.477 -4.742  -0.117
O -3.289 1.681 -3.361  -0.183
C -2.056 2.031 -2.754  -0.200
C -2.295 2.403 -1.324  -0.193
O -2.581 1.265 -0.549  -0.133
C -2.748 1.583 0.826  -0.170
C -3.187 0.330 1.516  -0.204
O -4.508 0.089 1.125  -0.160
C -4.983 -1.184 1.502  -0.091
H -4.122 1.205 -5.164  0.089
H -2.486 0.627 -4.957  0.088
H -2.801 2.370 -5.274  0.086
H -1.672 2.941 -3.244  0.121
H -1.340 1.217 -2.923  0.123
H -3.120 3.127 -1.282  0.143
H -1.391 2.910 -0.954  0.111
H -3.510 2.365 0.926  0.142
H -1.787 1.947 1.210  0.106
H -3.071 0.430 2.606  0.132
H -2.560 -0.508 1.175  0.107
H -4.356 -1.950 1.031  0.083
H -6.027 -1.227 1.210  0.089
H -4.921 -1.338 2.591  0.083
C -0.018 -3.164 -4.727  -0.097
O 1.296 -3.634 -4.960  -0.179
C 2.214 -3.008 -4.102  -0.220
C 3.616 -3.592 -4.309  -0.151
O 4.271 -3.909 -3.088  -0.134
C 4.944 -2.837 -2.471  -0.211
C 4.021 -1.870 -1.774  -0.206
O 3.013 -2.463 -0.981  -0.219
C 3.507 -3.415 -0.048  -0.073
H -0.379 -3.429 -3.731  0.070
H -0.659 -3.608 -5.488  0.092
H -0.068 -2.077 -4.876  0.088
H 1.924 -3.164 -3.055  0.121
H 2.234 -1.917 -4.261  0.122
H 4.240 -2.931 -4.919  0.125
H 3.504 -4.546 -4.826  0.131
H 5.582 -2.288 -3.177  0.131
H 5.646 -3.286 -1.763  0.124
H 3.496 -1.229 -2.487  0.119
H 4.627 -1.185 -1.155  0.118
H 2.635 -3.792 0.482  0.090
H 4.189 -2.929 0.660  0.083
H 4.008 -4.240 -0.556  0.088
C -1.522 -4.692 2.641  -0.124
O -1.974 -4.172 3.853  -0.169
C -3.194 -3.466 3.719  -0.210
C -3.640 -2.923 5.037  -0.203
O -2.988 -1.697 5.240  -0.151
C -3.292 -1.112 6.490  -0.189
C -2.568 0.211 6.625  -0.211
O -1.175 0.125 6.552  -0.159
C -0.637 0.207 5.240  -0.077
H -1.339 -3.905 1.902  0.061
H -2.210 -5.438 2.217  0.093
H -0.584 -5.216 2.833  0.092
H -3.909 -4.117 3.195  0.131
H -3.040 -2.609 3.044  0.107
H -3.434 -3.625 5.855  0.136
H -4.731 -2.777 4.991  0.129
H -2.921 -1.783 7.281  0.134
H -4.373 -0.960 6.592  0.131
H -2.806 0.611 7.612  0.132
H -2.969 0.888 5.856  0.114
H 0.439 0.191 5.358  0.093
H -1.007 1.093 4.722  0.061
H -0.939 -0.663 4.649  0.081